Model w:
Entry from OMol25: a gas-phase ion, C2H9BN (charge +1) (the ωB97M-V functional and the def2-TZVPD basis).

Properties
- Multiplicity: 3
- LUMO (spin up / spin down): -3.87 / -9.36 eV
- <S²>: 2.008
- Frontier orbital gap (spin up / spin down): 0.2535 / 0.2515 Ha
- Charge: +1
- HOMO level (spin up / spin down): -10.77 / -16.21 eV

Geometry (Å):
1 N 1.3167 -0.7082 -0.2946
2 H -1.1672 1.7488 0.5511
3 H -1.3789 -0.9191 1.3051
4 H -0.9766 1.1264 -1.2007
5 H 0.8016 0.8349 1.2942
6 H 0.8669 -1.5283 0.2085
7 B -1.5802 -0.5485 0.2783
8 H -2.0305 -1.1730 -0.6325
9 H 0.7446 -0.6972 -1.2647
10 H 1.3435 1.2638 -0.3173
11 C 0.7835 0.5897 0.2859
12 H 2.3114 -0.8656 -0.1432
13 C -1.0347 0.8763 -0.0701

Model x:
Entry from OMol25: 2 unconnected molecules or ions with the total composition C2H9BN (the ωB97M-V functional and the def2-TZVPD basis).

Properties
- Multiplicity: 3
- LUMO (spin up / spin down): -4.07 / -9.90 eV
- <S²>: 2.008
- Frontier orbital gap (spin up / spin down): 0.2659 / 0.2172 Ha
- Charge: +1
- HOMO level (spin up / spin down): -11.31 / -15.81 eV

Geometry (Å):
1 H -1.1144 2.4310 -1.1486
2 C 0.0939 -0.8916 -0.3292
3 H 1.1533 -3.1134 -0.1206
4 H 0.4426 0.7326 1.2048
5 H 1.4594 -1.5568 1.4916
6 H -1.3022 2.3641 0.5508
7 N -1.1138 1.7764 -0.2664
8 H 0.2618 -1.0978 -1.3898
9 H 1.2512 0.9944 -0.4232
10 H -1.8664 1.0704 -0.3235
11 C 0.5745 0.4296 0.1392
12 H -0.8261 -1.1628 0.1431
13 B 0.9859 -1.9762 0.4719

Most stable structure - model x; separation to the second - 0.0245 hartree.